14 unconnected molecules or ions with the total composition C42H120O38P8 at a distorted geometry, computed with ωB97M-V with the def2-TZVPD basis set.

```
208
Properties=species:S:1:pos:R:3:mulliken_charge:R:1
P -5.038 1.869 3.342 0.46
P 2.740 5.213 -4.663 0.65
P -2.423 3.615 -0.961 0.55
P -3.389 -4.156 2.420 0.13
P 6.333 -1.483 2.206 1.08
P 0.464 -1.315 5.974 0.13
P 1.200 -5.285 0.264 -0.05
P -0.653 0.965 -6.515 0.57
O -0.592 2.500 -7.059 -0.15
O 2.212 4.735 -3.184 -0.47
O -2.001 -3.316 2.492 -0.48
O -0.223 -6.028 0.552 -0.30
O -0.339 3.799 4.097 -0.38
O 6.047 -1.340 0.604 -0.46
O -3.596 1.520 2.676 0.73
O 1.888 -0.884 -3.934 -0.03
O -3.869 -2.252 -3.605 -0.80
O -1.618 3.999 0.397 -0.36
O 6.071 -3.059 2.566 -0.47
O 0.651 0.404 -6.128 -0.59
O -4.518 -2.999 2.222 0.74
O 1.500 4.841 -5.690 -0.09
O 3.777 4.036 -5.133 -0.26
O 7.925 -1.370 2.362 -0.40
O 1.982 -0.280 -1.030 0.35
O -1.656 4.502 -2.109 -0.30
O 1.219 -0.804 4.593 0.41
O 0.814 -4.312 -0.981 0.09
O 2.018 -6.515 -0.367 -0.33
O 0.618 -2.880 5.999 -0.39
O 5.583 -0.559 3.106 -0.52
O 3.279 6.576 -4.739 -0.73
O 0.930 -0.611 7.216 -0.76
O -3.812 4.399 -0.768 -0.51
O -6.211 2.062 2.459 -0.74
O -1.124 -0.982 5.675 0.84
O -5.238 0.595 4.356 -0.30
O -4.141 0.190 -2.183 -0.21
O -4.700 3.091 4.411 -0.36
O -3.358 -4.834 0.944 0.62
O 1.816 -4.548 1.401 0.27
O -2.519 2.136 -1.262 0.42
O -1.832 1.005 -5.371 -0.22
O -3.613 -5.111 3.551 -0.82
O 5.370 4.543 0.989 -0.62
O -1.406 0.221 -7.735 -0.41
C 3.260 -1.241 -3.880 1.80
C -4.823 0.146 0.155 1.37
C 0.177 2.794 6.333 -1.55
C 0.320 5.640 -5.747 -0.70
C 1.415 0.222 1.197 -0.07
C -4.719 4.045 0.214 -0.15
C 0.714 3.413 4.958 0.49
C -0.207 3.911 0.428 0.19
C -5.251 -0.105 -1.348 0.58
C -1.776 -2.176 1.694 2.15
C 2.677 -0.987 4.505 -0.46
C -3.945 -6.081 0.682 -1.19
C 4.521 2.478 0.276 -0.51
C -4.045 4.346 3.973 -0.06
C 4.516 3.493 1.419 0.20
C 5.115 2.920 2.698 -0.57
C 0.954 -0.453 -0.075 2.07
C -0.347 0.173 -0.678 0.80
C 4.109 0.019 -3.857 -1.37
C 5.010 3.809 -4.555 -0.59
C -2.085 -1.523 6.522 -1.06
C 3.644 -2.068 -5.115 -1.75
C 1.845 3.381 -2.935 0.99
C -1.588 1.662 -4.169 1.06
C -1.398 5.878 -1.886 -0.87
C 4.801 -1.331 0.000 0.52
C -5.694 -0.641 3.856 0.03
C -2.716 -2.618 -2.888 2.79
C 2.729 -7.496 0.435 -0.70
C -2.417 1.218 3.394 -0.62
C 1.831 -3.655 -1.608 -0.23
C 1.651 2.528 4.221 -0.11
C -1.432 -1.187 -7.836 -0.64
C 0.240 -3.667 4.874 -0.39
C 8.582 -0.200 2.155 -0.51
C -3.126 -3.641 -1.801 -1.30
C -1.744 3.134 -7.606 -0.74
C -0.398 -6.649 1.784 -0.76
C 4.750 -3.571 2.643 -0.09
C -6.441 0.748 -1.887 -1.76
C -1.565 -3.245 -3.722 -1.05
C -5.854 -3.473 1.982 -1.13
H 2.912 -1.939 4.029 0.10
H 4.232 2.983 -0.646 0.27
H -0.220 1.113 -1.214 -0.96
H 2.351 -0.127 1.634 0.02
H 1.043 -4.375 4.666 0.31
H -2.376 2.390 -3.978 0.20
H 7.948 0.669 1.979 0.06
H 3.366 -1.759 -2.926 -0.72
H -5.531 -0.761 2.785 -0.37
H -5.516 -1.160 -1.409 0.36
H -4.677 -6.369 1.436 0.42
H 0.859 -1.506 0.189 -1.04
H 2.735 -3.563 -1.006 0.19
H -2.080 6.435 -2.529 0.30
H -0.725 -0.534 -1.417 0.24
H 0.293 6.583 -5.201 0.37
H 3.040 -0.118 3.956 -0.37
H 4.711 -2.289 -5.142 0.44
H -1.606 -2.826 -4.728 0.04
H -0.656 2.224 -4.232 -0.29
H -1.161 -1.809 -6.983 0.12
H 5.152 3.733 3.422 0.38
H -3.532 4.199 3.022 -0.22
H 3.151 -0.851 5.477 0.52
H 1.761 -0.360 -4.729 0.21
H -3.850 -3.213 -1.108 -0.06
H -0.805 -1.469 -8.682 0.33
H 3.848 1.665 0.552 -0.19
H 3.333 -1.651 -6.073 0.28
H -0.974 4.280 4.632 0.21
H 1.633 2.890 -3.885 0.58
H 2.389 -7.507 1.470 0.26
H 4.439 2.169 3.108 -0.10
H 1.443 -2.688 -1.928 -0.39
H 4.573 -0.289 -0.222 -0.27
H 5.046 -1.913 -0.888 0.28
H -2.405 3.395 -6.779 0.31
H 0.411 -6.480 2.495 0.36
H 0.164 -3.088 3.953 0.01
H -2.694 -1.817 1.227 -0.69
H -2.616 0.369 4.048 0.23
H -4.004 -1.341 -3.333 0.50
H -2.245 -1.796 -2.349 -0.97
H -1.530 6.162 -0.842 0.42
H 3.678 0.743 -3.165 0.04
H -0.531 -7.708 1.562 0.30
H -4.397 3.115 0.681 -0.40
H 4.577 -4.420 1.982 0.25
H 9.257 -0.305 1.305 0.30
H 2.675 3.013 -2.331 -0.50
H -6.746 -0.883 4.007 0.33
H -6.564 1.735 -1.440 0.22
H -1.739 -1.688 7.543 0.41
H -2.333 -2.519 6.156 0.24
H -1.501 1.039 2.831 -0.12
H -6.254 0.940 -2.943 0.39
H -1.007 -2.418 0.961 -0.43
H -5.777 -4.184 1.159 0.34
H 6.125 2.533 2.565 0.09
H -4.399 -0.762 0.585 -1.48
H 0.999 2.611 7.024 0.46
H 3.849 -2.977 2.487 -0.37
H 0.198 3.170 -0.261 -0.15
H 4.919 2.990 -3.841 0.07
H -0.466 1.914 6.355 0.18
H -3.702 -4.399 -2.333 0.29
H -2.178 2.576 -8.435 0.29
H 1.555 1.300 1.118 -0.17
H 1.102 1.649 3.883 -0.55
H -1.475 -4.324 -3.842 0.32
H -4.013 0.873 0.212 -0.74
H -0.574 5.057 -5.524 0.15
H -4.727 4.729 1.062 0.39
H 1.628 -0.582 -1.870 -0.77
H 3.935 -1.727 0.531 -0.13
H -0.722 -4.126 5.103 0.31
H 1.254 4.298 5.295 0.31
H -0.614 -2.894 -3.321 0.17
H 2.033 3.069 3.356 -0.22
H -1.423 4.069 -8.066 0.22
H 4.075 0.435 -4.864 0.45
H -3.698 0.954 -1.807 0.05
H -2.406 -1.558 -8.156 0.30
H 3.491 3.835 1.557 0.17
H 5.558 2.186 0.110 0.45
H -4.590 -6.182 -0.191 0.38
H -7.411 0.250 -1.898 0.42
H -6.197 -3.863 2.940 0.30
H 0.113 5.888 -6.788 0.32
H 5.713 3.480 -5.320 0.31
H -5.725 3.823 -0.142 0.28
H 0.600 0.156 1.918 -0.46
H 2.528 2.255 4.808 0.62
H -5.079 -1.383 4.366 0.21
H 0.167 3.634 1.413 -0.46
H -2.197 2.043 4.071 0.20
H 2.238 -4.095 -2.518 0.43
H 0.945 3.348 -2.321 -0.49
H 5.175 0.045 -3.633 0.46
H 3.816 -7.426 0.401 0.30
H 5.459 4.606 -3.963 0.35
H 4.571 -3.932 3.655 0.45
H -2.302 -4.156 -1.307 0.15
H -2.978 -0.902 6.454 0.24
H 3.204 -3.055 -4.978 0.42
H -5.666 0.419 0.788 0.56
H 0.252 4.874 0.201 0.43
H 6.245 4.166 0.869 0.40
H 2.526 -8.485 0.024 0.29
H -3.241 -6.909 0.591 0.19
H -1.133 0.437 0.030 -0.15
H -0.376 3.562 6.874 0.52
H -4.785 5.142 3.896 0.32
H -1.253 -6.336 2.383 0.14
H -6.457 -2.659 1.578 0.29
H -1.294 -1.391 2.276 -0.59
H -1.504 0.940 -3.357 -0.37
H -0.380 6.119 -2.192 0.19
H 9.127 0.118 3.044 0.29
H -3.260 4.612 4.681 0.23
```

charge	0
LUMO	0.40	eV